(1)
Here is a cluster of 3 separate species, C4H16N2O2 in total from the Open Molecules 2025 dataset. Energies are from the ωB97M-V functional and the def2-TZVPD basis.

## Properties
* HOMO (alpha / beta): 1.0 / -6.2 eV
* <S²>: 0.75
* gap between HOMO and LUMO (alpha / beta): 0.0896 / 0.3479 hartree
* max |F|: 1.856 eV/A

```
! wB97M-V def2-TZVPD RIJCOSX def2/J DEFGRID3
* xyz -1 2
C 0.860 0.683 2.105
C 0.637 0.067 0.728
C 0.731 1.097 -0.413
N 1.578 -1.013 0.456
C 1.257 -2.301 1.091
N 0.470 -3.182 0.227
H 0.022 1.366 2.269
H 1.663 1.442 2.198
H 0.866 -0.014 2.946
H -0.368 -0.318 0.743
H 0.132 2.000 -0.240
H 0.504 0.647 -1.370
H 1.812 1.298 -0.573
H 2.507 -0.874 0.863
H 0.859 -2.290 2.114
H 2.214 -2.820 1.154
H -0.242 -2.676 -0.288
H 1.090 -3.660 -0.408
H -0.996 3.933 -1.264
H -2.226 4.436 -2.104
O -1.825 4.439 -1.234
H -4.005 -1.429 -3.451
H -3.454 -0.322 -2.417
O -4.084 -0.511 -3.129
*
```

---

(2)
Here is a cluster of 8 separate species, C71H150F6N6O5S in total from the Open Molecules 2025 dataset. Energies are from the ωB97M-V functional and the def2-TZVPD basis.

## Properties
* HOMO: -10.4 eV
* gap between HOMO and LUMO: 0.1476 hartree
* max |F|: 3.611 eV/A

```
! wB97M-V def2-TZVPD RIJCOSX def2/J DEFGRID3
* xyz 4 1
C -11.894 -8.005 1.461
C -12.553 -7.217 0.313
C -11.774 -5.967 -0.067
C -12.522 -5.147 -1.118
N -11.670 -3.974 -1.738
C -10.732 -4.442 -2.894
C -10.950 -3.506 -4.077
C -11.797 -2.314 -3.502
C -12.620 -2.950 -2.444
C -10.851 -3.216 -0.607
C -11.601 -2.464 0.485
C -10.847 -2.097 1.733
H -11.983 -7.348 2.326
H -10.859 -8.267 1.242
H -12.508 -8.795 1.893
H -13.551 -6.849 0.551
H -12.612 -7.896 -0.537
H -10.770 -6.236 -0.396
H -11.639 -5.375 0.838
H -13.471 -4.729 -0.783
H -12.780 -5.781 -1.966
H -9.720 -4.406 -2.490
H -10.905 -5.486 -3.154
H -9.969 -3.149 -4.390
H -11.440 -4.071 -4.871
H -11.143 -1.559 -3.067
H -12.483 -1.964 -4.274
H -13.257 -2.370 -1.776
H -13.349 -3.626 -2.893
H -10.278 -2.528 -1.228
H -10.183 -3.969 -0.187
H -12.505 -3.007 0.759
H -12.001 -1.606 -0.053
H -10.373 -2.926 2.258
H -11.383 -1.587 2.533
H -9.961 -1.501 1.512
C -7.228 -12.049 -0.067
C -7.788 -13.046 0.891
C -8.291 -14.447 0.426
C -9.521 -14.307 -0.556
N -10.171 -15.701 -0.797
C -9.249 -16.904 -1.141
C -8.849 -16.695 -2.617
C -10.108 -16.214 -3.295
C -10.928 -15.614 -2.176
C -11.012 -15.985 0.474
C -11.960 -17.148 0.431
C -12.402 -17.625 1.798
H -7.917 -11.919 -0.901
H -6.228 -12.357 -0.372
H -7.272 -11.051 0.371
H -8.712 -12.566 1.212
H -7.083 -13.184 1.711
H -8.629 -15.071 1.253
H -7.428 -14.920 -0.042
H -9.196 -13.938 -1.529
H -10.307 -13.649 -0.184
H -9.755 -17.853 -0.965
H -8.461 -16.872 -0.388
H -8.414 -17.519 -3.182
H -8.127 -15.879 -2.606
H -10.702 -17.054 -3.655
H -9.822 -15.464 -4.032
H -11.786 -16.281 -2.083
H -11.251 -14.607 -2.438
H -11.580 -15.101 0.763
H -10.266 -16.242 1.226
H -11.617 -18.099 0.023
H -12.853 -16.879 -0.133
H -13.162 -18.383 1.612
H -12.848 -16.862 2.437
H -11.626 -18.174 2.331
C -17.074 -8.348 -3.699
C -17.141 -9.934 -3.471
C -17.315 -10.860 -4.757
C -17.501 -12.304 -4.368
N -17.954 -13.319 -5.455
C -17.234 -13.212 -6.819
C -16.033 -14.155 -6.699
C -16.123 -14.909 -5.449
C -17.561 -14.730 -4.901
C -19.516 -13.236 -5.588
C -20.354 -13.702 -4.424
C -21.872 -13.374 -4.525
H -17.072 -7.800 -2.757
H -17.994 -8.001 -4.171
H -16.203 -7.914 -4.190
H -17.957 -10.252 -2.823
H -16.238 -10.204 -2.923
H -16.533 -10.638 -5.482
H -18.164 -10.447 -5.302
H -18.228 -12.448 -3.568
H -16.504 -12.631 -4.076
H -17.855 -13.676 -7.586
H -16.975 -12.185 -7.075
H -16.061 -14.906 -7.488
H -15.137 -13.534 -6.689
H -15.972 -15.970 -5.649
H -15.431 -14.616 -4.660
H -18.119 -15.455 -5.494
H -17.795 -14.897 -3.850
H -19.785 -13.807 -6.476
H -19.795 -12.230 -5.901
H -20.093 -13.247 -3.468
H -20.302 -14.780 -4.272
H -22.434 -14.005 -3.837
H -22.318 -13.662 -5.477
H -22.043 -12.303 -4.413
C -19.802 -22.728 9.913
C -20.571 -21.724 9.072
C -19.675 -20.818 8.309
C -20.418 -19.724 7.430
N -19.475 -19.151 6.300
C -20.429 -18.261 5.445
C -20.403 -18.755 3.996
C -19.171 -19.662 3.956
C -18.905 -20.245 5.334
C -18.303 -18.387 7.047
C -17.295 -17.670 6.123
C -16.130 -17.002 6.871
H -18.955 -23.149 9.370
H -20.437 -23.587 10.133
H -19.433 -22.278 10.834
H -21.381 -21.189 9.567
H -21.103 -22.184 8.239
H -18.843 -21.316 7.810
H -19.205 -20.272 9.127
H -20.866 -18.945 8.047
H -21.155 -20.231 6.808
H -19.937 -17.293 5.543
H -21.428 -18.126 5.858
H -20.154 -17.875 3.402
H -21.331 -19.197 3.633
H -18.325 -19.021 3.708
H -19.165 -20.429 3.182
H -17.868 -20.532 5.506
H -19.497 -21.140 5.526
H -17.781 -19.210 7.535
H -18.775 -17.673 7.722
H -17.817 -16.873 5.594
H -16.802 -18.423 5.508
H -15.220 -17.579 7.036
H -16.461 -16.518 7.790
H -15.778 -16.123 6.330
C -18.111 -7.449 2.663
C -19.346 -7.040 3.621
C -20.682 -6.725 2.880
C -20.831 -5.306 2.239
N -22.176 -4.999 1.638
C -23.368 -4.766 2.642
C -24.486 -4.000 1.930
C -23.700 -3.290 0.857
C -22.217 -3.559 1.051
C -22.645 -6.116 0.646
C -21.756 -6.159 -0.720
C -22.062 -7.364 -1.617
H -18.359 -8.092 1.819
H -17.415 -8.043 3.255
H -17.636 -6.515 2.363
H -19.052 -6.176 4.217
H -19.555 -7.916 4.236
H -21.503 -6.814 3.592
H -20.721 -7.546 2.164
H -19.978 -5.110 1.589
H -20.741 -4.454 2.913
H -23.681 -5.742 3.013
H -22.960 -4.313 3.546
H -25.185 -4.638 1.388
H -25.076 -3.429 2.647
H -24.095 -3.558 -0.124
H -23.706 -2.200 0.825
H -21.512 -3.627 0.222
H -21.731 -2.891 1.763
H -23.615 -5.753 0.304
H -22.810 -7.070 1.147
H -20.692 -6.160 -0.484
H -21.993 -5.276 -1.314
H -23.104 -7.410 -1.932
H -22.023 -8.260 -0.997
H -21.273 -7.534 -2.349
C -28.640 -15.278 4.680
C -27.886 -14.211 3.788
C -26.519 -13.830 4.337
C -25.659 -12.827 3.503
N -24.181 -12.705 3.932
C -23.464 -11.652 3.094
C -22.715 -12.308 1.900
C -22.821 -13.764 2.128
C -23.312 -13.974 3.512
C -24.108 -12.280 5.411
C -24.807 -10.980 5.856
C -24.098 -10.233 6.958
H -28.823 -14.792 5.638
H -28.002 -16.063 5.089
H -29.513 -15.754 4.234
H -28.490 -13.310 3.681
H -27.785 -14.645 2.793
H -26.021 -14.783 4.515
H -26.801 -13.389 5.293
H -26.111 -11.849 3.339
H -25.513 -13.329 2.547
H -22.744 -11.193 3.771
H -24.253 -10.978 2.762
H -21.677 -11.985 1.977
H -23.123 -11.919 0.968
H -21.904 -14.306 1.894
H -23.566 -14.077 1.397
H -22.461 -13.844 4.181
H -23.930 -14.868 3.596
H -23.043 -12.364 5.624
H -24.471 -13.135 5.982
H -25.839 -11.065 6.195
H -24.995 -10.359 4.980
H -23.115 -9.980 6.559
H -23.949 -10.827 7.860
H -24.574 -9.312 7.296
C -21.065 -14.458 9.486
O -20.000 -14.022 8.548
O -22.006 -15.067 8.709
C -20.428 -15.162 10.737
F -21.314 -15.124 11.713
F -20.011 -16.417 10.626
F -19.354 -14.511 11.224
C -19.396 -12.707 8.761
C -18.516 -12.322 7.595
H -17.884 -11.474 7.859
H -17.887 -13.153 7.277
H -19.059 -11.925 6.737
H -18.834 -12.620 9.691
H -20.203 -11.975 8.731
H -21.591 -13.582 9.867
C -15.993 -12.997 1.728
F -16.967 -12.423 2.426
F -15.522 -11.986 0.900
F -15.014 -13.544 2.446
S -16.580 -14.385 0.512
O -17.864 -13.907 -0.072
O -15.546 -14.496 -0.481
O -16.644 -15.599 1.303
*
```

---

(3)
Here is a structure of composition C42H44AsN5O2SY from the Open Molecules 2025 dataset. Energies are from the ωB97M-V functional and the def2-TZVPD basis.

## Properties
* HOMO: -10.1 eV
* gap between HOMO and LUMO: 0.2687 hartree
* max |F|: 4.992 eV/A

```
! wB97M-V def2-TZVPD RIJCOSX def2/J DEFGRID3
* xyz 1 1
Y 9.960 9.447 17.011
S 12.365 7.989 16.220
C 12.722 7.595 14.536
C 13.175 6.331 14.288
C 13.415 5.977 12.960
C 13.289 6.864 11.815
C 12.764 8.113 12.062
C 12.534 8.450 13.407
As 11.978 10.247 13.725
C 11.797 10.804 11.852
C 12.867 11.563 11.382
C 12.966 11.956 10.046
C 11.917 11.556 9.219
C 10.876 10.728 9.664
C 10.761 10.389 11.011
C 10.024 9.918 14.127
C 9.149 10.953 14.709
C 7.863 10.536 15.115
C 7.402 9.274 15.048
C 8.207 8.327 14.379
C 9.460 8.652 13.918
H 13.242 5.593 15.113
H 13.762 5.003 12.777
H 13.615 6.637 10.829
H 12.623 8.795 11.277
H 13.727 11.784 12.078
H 13.844 12.564 9.623
H 11.935 11.736 8.070
H 10.094 10.357 9.037
H 9.907 9.829 11.278
H 9.477 11.986 14.724
H 7.304 11.317 15.638
H 6.432 9.006 15.466
H 7.888 7.261 14.313
H 10.044 7.836 13.538
C 7.453 12.625 24.387
O 8.396 13.336 23.593
C 9.731 13.127 23.671
C 10.519 14.183 23.166
C 11.833 13.972 23.045
C 12.416 12.748 23.359
C 11.707 11.754 24.005
C 10.332 11.991 24.166
N 13.806 12.515 23.007
N 14.156 12.453 21.829
C 13.116 12.185 20.760
C 12.857 13.149 19.840
C 11.874 12.894 18.867
C 11.458 11.697 18.571
O 10.558 11.371 17.602
C 11.837 10.618 19.441
N 11.428 9.368 19.119
C 11.875 8.385 19.879
C 12.689 8.532 21.006
C 13.175 9.800 21.356
C 12.688 10.848 20.533
H 6.680 13.402 24.639
H 7.919 12.338 25.338
H 7.070 11.763 23.908
H 10.024 15.042 22.860
H 12.490 14.723 22.668
H 12.258 10.800 24.260
H 9.671 11.173 24.576
H 13.129 14.137 20.032
H 11.490 13.675 18.241
H 11.569 7.361 19.722
H 12.965 7.606 21.541
H 13.961 9.989 22.078
N 16.200 11.043 19.306
C 16.184 11.387 17.934
C 14.895 10.846 17.291
N 14.829 9.363 17.660
H 17.072 11.363 19.643
H 14.779 9.287 18.699
H 15.566 11.641 19.802
H 17.024 10.950 17.443
H 16.207 12.506 17.833
H 14.860 10.871 16.231
H 13.999 11.363 17.497
H 13.984 8.924 17.051
H 15.740 8.995 17.363
C 6.685 10.128 21.396
C 7.441 8.833 21.071
C 8.668 8.855 22.035
C 6.601 7.608 21.206
C 7.967 8.952 19.705
C 8.308 8.708 18.546
H 6.364 10.075 22.372
H 5.876 10.284 20.767
H 7.293 11.003 21.194
H 8.277 8.892 23.105
H 9.237 9.761 21.916
H 9.265 7.930 22.006
H 5.919 7.618 22.051
H 7.278 6.737 21.118
H 5.916 7.575 20.297
*
```

---

Copy entry 3 word for word.
Here is a structure of composition C42H44AsN5O2SY from the Open Molecules 2025 dataset. Energies are from the ωB97M-V functional and the def2-TZVPD basis.

## Properties
* HOMO: -10.1 eV
* gap between HOMO and LUMO: 0.2687 hartree
* max |F|: 4.992 eV/A

```
! wB97M-V def2-TZVPD RIJCOSX def2/J DEFGRID3
* xyz 1 1
Y 9.960 9.447 17.011
S 12.365 7.989 16.220
C 12.722 7.595 14.536
C 13.175 6.331 14.288
C 13.415 5.977 12.960
C 13.289 6.864 11.815
C 12.764 8.113 12.062
C 12.534 8.450 13.407
As 11.978 10.247 13.725
C 11.797 10.804 11.852
C 12.867 11.563 11.382
C 12.966 11.956 10.046
C 11.917 11.556 9.219
C 10.876 10.728 9.664
C 10.761 10.389 11.011
C 10.024 9.918 14.127
C 9.149 10.953 14.709
C 7.863 10.536 15.115
C 7.402 9.274 15.048
C 8.207 8.327 14.379
C 9.460 8.652 13.918
H 13.242 5.593 15.113
H 13.762 5.003 12.777
H 13.615 6.637 10.829
H 12.623 8.795 11.277
H 13.727 11.784 12.078
H 13.844 12.564 9.623
H 11.935 11.736 8.070
H 10.094 10.357 9.037
H 9.907 9.829 11.278
H 9.477 11.986 14.724
H 7.304 11.317 15.638
H 6.432 9.006 15.466
H 7.888 7.261 14.313
H 10.044 7.836 13.538
C 7.453 12.625 24.387
O 8.396 13.336 23.593
C 9.731 13.127 23.671
C 10.519 14.183 23.166
C 11.833 13.972 23.045
C 12.416 12.748 23.359
C 11.707 11.754 24.005
C 10.332 11.991 24.166
N 13.806 12.515 23.007
N 14.156 12.453 21.829
C 13.116 12.185 20.760
C 12.857 13.149 19.840
C 11.874 12.894 18.867
C 11.458 11.697 18.571
O 10.558 11.371 17.602
C 11.837 10.618 19.441
N 11.428 9.368 19.119
C 11.875 8.385 19.879
C 12.689 8.532 21.006
C 13.175 9.800 21.356
C 12.688 10.848 20.533
H 6.680 13.402 24.639
H 7.919 12.338 25.338
H 7.070 11.763 23.908
H 10.024 15.042 22.860
H 12.490 14.723 22.668
H 12.258 10.800 24.260
H 9.671 11.173 24.576
H 13.129 14.137 20.032
H 11.490 13.675 18.241
H 11.569 7.361 19.722
H 12.965 7.606 21.541
H 13.961 9.989 22.078
N 16.200 11.043 19.306
C 16.184 11.387 17.934
C 14.895 10.846 17.291
N 14.829 9.363 17.660
H 17.072 11.363 19.643
H 14.779 9.287 18.699
H 15.566 11.641 19.802
H 17.024 10.950 17.443
H 16.207 12.506 17.833
H 14.860 10.871 16.231
H 13.999 11.363 17.497
H 13.984 8.924 17.051
H 15.740 8.995 17.363
C 6.685 10.128 21.396
C 7.441 8.833 21.071
C 8.668 8.855 22.035
C 6.601 7.608 21.206
C 7.967 8.952 19.705
C 8.308 8.708 18.546
H 6.364 10.075 22.372
H 5.876 10.284 20.767
H 7.293 11.003 21.194
H 8.277 8.892 23.105
H 9.237 9.761 21.916
H 9.265 7.930 22.006
H 5.919 7.618 22.051
H 7.278 6.737 21.118
H 5.916 7.575 20.297
*
```

---

- Look up the max |F| of the third one.
  4.992 eV/A

---

- Which value of max |F| does entry 3 give?
  4.992 eV/A